No. 1
C6H14O2P | the ωB97M-V functional and the def2-TZVPD basis

Cartesian coordinates (Å):
C  -0.316  -1.930  0.512
C  0.969  -1.012  0.199
C  2.261  0.846  1.197
C  -1.497  1.556  0.039
C  -1.681  0.141  -2.556
C  1.452  -0.379  1.505
O  -1.439  -1.283  -0.159
O  0.566  -0.107  -0.780
P  -1.000  0.092  -0.914
H  -0.301  -2.977  0.165
H  -0.587  -1.906  1.589
H  1.624  -1.700  -0.296
H  3.020  0.690  0.405
H  2.865  1.243  2.127
H  1.442  1.661  0.969
H  -1.737  2.293  -0.734
H  -0.577  1.938  0.614
H  -2.290  1.419  0.678
H  -1.559  -0.785  -3.179
H  -1.189  1.092  -3.106
H  -2.775  0.411  -2.458
H  0.524  -0.347  2.152
H  2.222  -0.955  2.030

Computed properties:
total charge: +1
E_HOMO: -14.97 eV
Kohn-Sham gap: 12.17 eV
energy above the lowest of the compared OMol25 structures with the same formula, charge and spin: 0.0 kcal/mol
LUMO energy: -2.8 eV

Population analysis type Löwdin, resulting atomic charges in e:
1 C -0.08
2 C -0.32
3 C -0.11
4 C -0.08
5 C -0.13
6 C -0.22
7 O -0.20
8 O -0.16
9 P 0.81
10 H 0.14
11 H 0.13
12 H 0.15
13 H 0.10
14 H 0.12
15 H 0.08
16 H 0.07
17 H 0.09
18 H 0.04
19 H 0.09
20 H 0.14
21 H 0.10
22 H 0.13
23 H 0.13

=====

No. 2
C24H25Cl45N3OPS | the ωB97M-V functional and the def2-TZVPD basis

Cartesian coordinates (Å):
N  2.704  -2.875  -0.795
P  1.308  -3.602  -0.955
C  -0.109  -2.449  -0.858
C  -1.027  -2.643  0.237
C  -2.089  -1.828  0.455
C  -2.342  -0.756  -0.440
N  -3.303  0.173  -0.396
S  -3.085  1.145  -1.651
N  -1.771  0.496  -2.300
C  -1.446  -0.556  -1.541
C  -0.316  -1.420  -1.734
C  0.590  -1.082  -2.888
C  1.241  0.272  -2.515
C  2.392  0.219  -1.560
O  2.505  0.541  -3.027
H  3.285  -3.046  -1.609
H  1.231  -4.318  -2.160
H  1.199  -4.520  0.115
H  -0.872  -3.471  0.902
H  -2.735  -1.980  1.311
H  0.024  -0.884  -3.800
H  1.422  -1.772  -3.007
H  0.572  1.121  -2.400
H  2.506  1.092  -0.926
H  3.124  -0.569  -1.597
C  0.984  -2.869  4.027
Cl  1.075  -4.537  4.603
Cl  2.449  -2.418  3.156
Cl  -0.404  -2.626  2.957
H  0.874  -2.225  4.890
C  1.836  4.467  -2.519
Cl  1.398  6.175  -2.388
Cl  2.815  3.968  -1.146
Cl  0.394  3.461  -2.664
H  2.426  4.337  -3.418
C  -2.565  -5.506  -3.121
Cl  -2.024  -6.209  -4.642
Cl  -1.212  -5.186  -2.030
Cl  -3.422  -3.994  -3.372
H  -3.230  -6.210  -2.637
C  0.047  -0.829  -6.958
Cl  0.202  0.744  -6.172
Cl  -0.606  -2.021  -5.832
Cl  -0.958  -0.713  -8.403
H  1.034  -1.154  -7.258
C  6.346  6.138  -0.592
Cl  6.440  4.479  0.010
Cl  7.827  6.578  -1.448
Cl  4.936  6.335  -1.629
H  6.239  6.808  0.254
C  5.924  0.214  2.906
Cl  6.463  1.472  1.791
Cl  5.081  0.925  4.285
Cl  4.886  -0.948  2.083
H  6.798  -0.308  3.273
C  2.583  3.916  6.226
Cl  2.946  2.199  6.415
Cl  4.003  4.794  5.660
Cl  1.223  4.148  5.129
H  2.306  4.309  7.195
C  -5.839  -1.288  3.124
Cl  -5.085  -0.525  1.724
Cl  -5.873  -3.047  2.931
Cl  -4.997  -0.841  4.606
H  -6.861  -0.938  3.197
C  5.358  9.903  0.315
Cl  6.315  9.643  -1.142
Cl  3.638  9.941  -0.062
Cl  5.703  8.655  1.525
H  5.635  10.859  0.739
C  -5.121  3.580  5.026
Cl  -5.213  2.449  3.679
Cl  -6.650  3.634  5.908
Cl  -3.792  3.156  6.108
H  -4.928  4.567  4.628
C  8.663  6.679  -5.099
Cl  8.981  5.898  -6.647
Cl  10.165  6.966  -4.219
Cl  7.776  8.187  -5.328
H  8.048  6.016  -4.504
C  -7.448  -5.041  -0.328
Cl  -7.376  -6.736  0.157
Cl  -5.958  -4.547  -1.123
Cl  -8.843  -4.747  -1.367
H  -7.561  -4.443  0.569
C  -8.404  -5.088  5.053
Cl  -8.013  -5.859  3.515
Cl  -6.951  -4.846  6.021
Cl  -9.242  -3.556  4.788
H  -9.069  -5.744  5.599
C  -6.347  -1.050  -3.171
Cl  -6.838  -2.305  -4.308
Cl  -7.099  -1.277  -1.595
Cl  -4.585  -1.020  -3.010
H  -6.676  -0.095  -3.557
C  2.900  -6.332  2.205
Cl  4.103  -6.562  0.941
Cl  1.276  -6.230  1.509
Cl  2.982  -7.626  3.400
H  3.104  -5.393  2.704

Computed properties:
total charge: 0
E_HOMO: -8.25 eV
Kohn-Sham gap: 7.47 eV
energy above the lowest of the compared OMol25 structures with the same formula, charge and spin: 0.0 kcal/mol
LUMO energy: -0.8 eV

Atomic partial charges in e from the Löwdin method, atoms 1 to 99:
1 N -0.30
2 P 0.71
3 C -0.31
4 C -0.21
5 C -0.06
6 C -0.35
7 N -0.30
8 S 0.96
9 N -0.21
10 C -0.30
11 C -0.15
12 C -0.11
13 C -0.37
14 C -0.03
15 O -0.09
16 H -0.03
17 H -0.02
18 H -0.10
19 H 0.02
20 H 0.07
21 H 0.01
22 H 0.10
23 H 0.03
24 H 0.07
25 H 0.09
26 C -1.48
27 Cl 0.55
28 Cl 0.51
29 Cl 0.65
30 H 0.02
31 C -1.52
32 Cl 0.52
33 Cl 0.53
34 Cl 0.59
35 H 0.02
36 C -1.52
37 Cl 0.55
38 Cl 0.58
39 Cl 0.50
40 H 0.01
41 C -1.53
42 Cl 0.56
43 Cl 0.57
44 Cl 0.53
45 H 0.02
46 C -1.56
47 Cl 0.52
48 Cl 0.52
49 Cl 0.50
50 H -0.10
51 C -1.53
52 Cl 0.51
53 Cl 0.50
54 Cl 0.50
55 H 0.01
56 C -1.55
57 Cl 0.50
58 Cl 0.52
59 Cl 0.53
60 H 0.01
61 C -1.52
62 Cl 0.56
63 Cl 0.51
64 Cl 0.52
65 H 0.02
66 C -1.51
67 Cl 0.54
68 Cl 0.54
69 Cl 0.58
70 H 0.01
71 C -1.55
72 Cl 0.51
73 Cl 0.52
74 Cl 0.52
75 H 0.01
76 C -1.57
77 Cl 0.53
78 Cl 0.51
79 Cl 0.52
80 H -0.01
81 C -1.56
82 Cl 0.52
83 Cl 0.50
84 Cl 0.53
85 H -0.02
86 C -1.55
87 Cl 0.50
88 Cl 0.52
89 Cl 0.52
90 H 0.01
91 C -1.50
92 Cl 0.54
93 Cl 0.52
94 Cl 0.53
95 H 0.02
96 C -1.56
97 Cl 0.54
98 Cl 0.53
99 Cl 0.53